DFT (the ωB97M-V functional and the def2-TZVPD basis) results for C5H8O in the gas phase.

Values from the calculation:
energy relative to the best compared isomer or geometry (same formula, charge and spin) = 78.05 kcal per mole
Kohn-Sham gap = 10.90 eV
SMILES = C#CCCOC

ORCA input file:
```
! RIJCOSX wB97M-V def2-TZVPD def2/J DEFGRID3
* xyz 0 1
C -2.74 1.79 -0.31
C -2.04 0.85 -0.44
C -1.21 -0.37 -0.48
C 0.15 -0.02 0.01
O 1.09 -1.07 -0.20
C 2.29 -0.82 0.47
H -3.28 2.74 -0.32
H -1.22 -0.68 -1.54
H -1.61 -1.18 0.22
H 0.15 0.21 1.15
H 0.58 0.86 -0.51
H 3.06 -1.56 -0.02
H 2.78 0.29 0.37
H 2.01 -1.04 1.60
*
```

Atom charges from the Löwdin analysis, given in e for atoms 1 to 8: C 0.097; C -0.167; C -0.187; C -0.287; O -0.237; C -0.163; H 0.043; H 0.127



DFT (the ωB97M-V functional and the def2-TZVPD basis) results for 2 unconnected molecules or ions with the total composition C5H8O.

Values from the calculation:
energy relative to the best compared isomer or geometry (same formula, charge and spin) = 69.19 kcal per mole
Kohn-Sham gap = 10.56 eV
SMILES = C=C=CC.C=O

ORCA input file:
```
! RIJCOSX wB97M-V def2-TZVPD def2/J DEFGRID3
* xyz 0 1
C -1.97 -0.91 -0.24
C -1.20 0.01 0.27
C -0.22 0.86 0.48
C 0.92 0.67 1.44
H -1.50 -1.39 -1.10
H -2.96 -1.21 0.07
H -0.27 1.81 -0.05
H 1.00 -0.36 1.78
H 0.77 1.31 2.31
H 1.88 0.96 0.99
C 0.87 -0.43 -1.47
O 0.11 -1.09 -2.14
H 1.11 0.62 -1.72
H 1.44 -0.86 -0.62
*
```

Atom charges from the Löwdin analysis, given in e for atoms 1 to 8: C 0.033; C -0.119; C -0.226; C -0.111; H 0.050; H 0.063; H 0.115; H 0.082



DFT (the ωB97M-V functional and the def2-TZVPD basis) results for C5H8O in the gas phase.

Values from the calculation:
energy relative to the best compared isomer or geometry (same formula, charge and spin) = 60.93 kcal per mole
Kohn-Sham gap = 11.05 eV
SMILES = C#C[C@H](C)OC

ORCA input file:
```
! RIJCOSX wB97M-V def2-TZVPD def2/J DEFGRID3
* xyz 0 1
C 1.87 0.61 1.28
C 1.08 0.32 0.44
C 0.09 -0.01 -0.58
C -0.15 1.31 -1.32
O -1.14 -0.48 -0.08
C -1.06 -1.54 0.82
H 2.52 1.02 2.01
H 0.47 -0.74 -1.31
H 0.74 1.64 -1.87
H -0.96 1.11 -2.01
H -0.44 2.13 -0.64
H -0.52 -2.39 0.39
H -2.06 -1.87 1.11
H -0.53 -1.24 1.72
*
```

Atom charges from the Löwdin analysis, given in e for atoms 1 to 8: C 0.139; C -0.107; C -0.434; C -0.039; O -0.151; C -0.108; H 0.026; H 0.153



DFT (the ωB97M-V functional and the def2-TZVPD basis) results for C5H8O in the gas phase.

Values from the calculation:
energy relative to the best compared isomer or geometry (same formula, charge and spin) = 99.31 kcal per mole
Kohn-Sham gap = 9.31 eV

ORCA input file:
```
! RIJCOSX wB97M-V def2-TZVPD def2/J DEFGRID3
* xyz 0 1
C 0.15 0.36 -1.45
C 0.29 -0.71 -0.40
C 1.34 0.36 -0.52
C -0.90 1.34 1.26
O -1.24 0.11 1.50
C -0.59 -0.98 0.80
H 0.32 0.06 -2.48
H -0.58 1.15 -1.30
H 0.59 -1.68 -0.80
H 2.31 0.08 -0.90
H 1.32 1.14 0.24
H -1.57 1.90 1.95
H -1.42 -1.64 0.52
H -0.01 -1.50 1.57
*
```

Atom charges from the Löwdin analysis, given in e for atoms 1 to 8: C -0.130; C -0.287; C -0.139; C 0.072; O -0.132; C -0.143; H 0.096; H 0.083



DFT (the ωB97M-V functional and the def2-TZVPD basis) results for a molecular structure, C5H8O.

Values from the calculation:
energy relative to the best compared isomer or geometry (same formula, charge and spin) = 108.07 kcal per mole
Kohn-Sham gap = 8.44 eV

ORCA input file:
```
! RIJCOSX wB97M-V def2-TZVPD def2/J DEFGRID3
* xyz 0 1
C 1.82 -0.50 0.01
C 0.61 0.29 -0.41
C -0.70 -0.28 -0.51
C -1.88 0.40 -0.44
C -0.66 0.58 1.69
O -0.90 0.53 2.81
H 2.24 -0.23 0.99
H 1.57 -1.56 0.08
H 2.63 -0.39 -0.70
H 0.76 1.36 -0.53
H -0.09 -0.15 -1.59
H -0.67 -1.36 -0.37
H -1.95 1.47 -0.63
H -2.78 -0.18 -0.42
*
```

Atom charges from the Löwdin analysis, given in e for atoms 1 to 8: C -0.099; C -0.229; C -0.472; C -0.069; C -0.005; O 0.093; H 0.081; H 0.074



DFT (the ωB97M-V functional and the def2-TZVPD basis) results for C5H8O in the gas phase.

Values from the calculation:
energy relative to the best compared isomer or geometry (same formula, charge and spin) = 78.60 kcal per mole
Kohn-Sham gap = 10.28 eV
SMILES = C[C@H]1O[C@H]2C[C@H]21

ORCA input file:
```
! RIJCOSX wB97M-V def2-TZVPD def2/J DEFGRID3
* xyz 0 1
C -1.58 -0.75 0.13
C -0.78 0.29 -0.59
O -0.39 1.27 0.63
C 0.95 1.01 0.33
C 1.38 -0.42 0.44
C 0.70 0.09 -0.81
H -1.32 -0.14 1.02
H -1.15 -1.74 0.24
H -2.66 -0.75 -0.05
H -1.30 0.89 -1.32
H 1.65 1.84 0.36
H 2.45 -0.58 0.32
H 0.89 -1.11 1.11
H 1.17 0.10 -1.79
*
```

Atom charges from the Löwdin analysis, given in e for atoms 1 to 8: C -0.045; C -0.211; O -0.106; C -0.297; C -0.050; C -0.170; H 0.089; H 0.085



DFT (the ωB97M-V functional and the def2-TZVPD basis) results for a molecular structure, C5H8O.

Values from the calculation:
energy relative to the best compared isomer or geometry (same formula, charge and spin) = 66.41 kcal per mole
Kohn-Sham gap = 10.12 eV

ORCA input file:
```
! RIJCOSX wB97M-V def2-TZVPD def2/J DEFGRID3
* xyz 0 1
C 0.51 1.40 0.79
C 0.05 0.15 0.11
C 0.76 -1.16 0.03
C 0.20 -0.46 -1.24
O -1.18 -0.54 -1.53
C -1.41 -0.31 -0.12
H 1.59 1.54 0.66
H 0.31 1.31 1.87
H -0.01 2.29 0.42
H 1.85 -1.19 0.02
H 0.33 -1.92 0.68
H 0.84 -0.23 -2.09
H -1.56 -1.30 0.32
H -2.26 0.33 0.10
*
```

Atom charges from the Löwdin analysis, given in e for atoms 1 to 8: C -0.026; C -0.395; C -0.031; C -0.215; O -0.061; C -0.108; H 0.082; H 0.082



DFT (the ωB97M-V functional and the def2-TZVPD basis) results for 2 unconnected molecules or ions with the total composition C5H8O.

Values from the calculation:
energy relative to the best compared isomer or geometry (same formula, charge and spin) = 114.54 kcal per mole
Kohn-Sham gap = 9.35 eV
SMILES = C1=C2CC[C@H]12.O

ORCA input file:
```
! RIJCOSX wB97M-V def2-TZVPD def2/J DEFGRID3
* xyz 0 1
C -0.97 -0.27 -1.23
C -0.37 0.36 -0.26
C 1.02 0.81 0.06
C 1.45 -0.62 -0.50
C -0.03 -1.08 -0.39
H -1.31 -0.11 -2.25
H 1.21 0.86 1.13
H 1.38 1.72 -0.44
H 2.17 -1.15 0.13
H 1.83 -0.56 -1.53
H -0.34 -1.87 0.30
O -1.93 0.63 2.05
H -2.08 1.40 1.49
H -2.05 -0.11 1.43
*
```

Atom charges from the Löwdin analysis, given in e for atoms 1 to 8: C 0.017; C -0.206; C -0.088; C -0.112; C -0.219; H 0.088; H 0.109; H 0.100



DFT (the ωB97M-V functional and the def2-TZVPD basis) results for 2 unconnected molecules or ions with the total composition C5H8O.

Values from the calculation:
energy relative to the best compared isomer or geometry (same formula, charge and spin) = 26.47 kcal per mole
Kohn-Sham gap = 10.85 eV

ORCA input file:
```
! RIJCOSX wB97M-V def2-TZVPD def2/J DEFGRID3
* xyz 0 1
C 1.75 -0.54 -0.02
C 0.67 0.25 -0.80
C -0.68 -0.41 -0.74
C -1.83 0.23 -0.51
C -0.50 1.03 2.37
O -1.07 0.30 3.03
H 2.43 0.14 0.51
H 1.30 -1.20 0.73
H 2.36 -1.15 -0.68
H 0.58 1.27 -0.42
H 0.98 0.33 -1.85
H -0.70 -1.50 -0.91
H -1.85 1.31 -0.34
H -2.78 -0.29 -0.49
*
```

Atom charges from the Löwdin analysis, given in e for atoms 1 to 8: C -0.120; C -0.278; C -0.219; C -0.034; C 0.013; O 0.029; H 0.065; H 0.064



DFT (the ωB97M-V functional and the def2-TZVPD basis) results for a molecular structure, C5H8O.

Values from the calculation:
energy relative to the best compared isomer or geometry (same formula, charge and spin) = 157.27 kcal per mole
Kohn-Sham gap = 7.94 eV

ORCA input file:
```
! RIJCOSX wB97M-V def2-TZVPD def2/J DEFGRID3
* xyz 0 1
C 1.08 0.56 -0.20
C -0.37 0.67 -0.55
C 0.06 -0.68 -1.04
C 0.33 -1.30 0.88
O -0.29 -0.30 1.59
C -1.17 0.44 0.74
H 1.81 0.79 -0.98
H 1.40 0.77 0.81
H -0.75 1.44 -1.21
H 0.69 -0.65 -1.93
H -0.63 -1.51 -1.11
H 1.35 -1.38 1.30
H -1.40 1.36 1.26
H -2.09 -0.12 0.54
*
```

Atom charges from the Löwdin analysis, given in e for atoms 1 to 8: C -0.025; C -0.320; C -0.103; C -0.001; O -0.213; C -0.162; H 0.096; H 0.091



DFT (the ωB97M-V functional and the def2-TZVPD basis) results for C5H8O in the gas phase.

Values from the calculation:
energy relative to the best compared isomer or geometry (same formula, charge and spin) = 19.04 kcal per mole
Kohn-Sham gap = 10.46 eV
SMILES = C[C@H]1CCC1=O

ORCA input file:
```
! RIJCOSX wB97M-V def2-TZVPD def2/J DEFGRID3
* xyz 0 1
C 1.46 -0.70 0.38
C 0.60 0.47 -0.07
C -0.49 0.10 -1.11
C -1.56 0.03 0.01
C -0.53 0.70 0.93
O -0.60 1.23 2.01
H 2.14 -0.40 1.19
H 0.84 -1.52 0.76
H 2.06 -1.10 -0.45
H 1.21 1.35 -0.30
H -0.69 0.91 -1.82
H -0.31 -0.82 -1.67
H -2.50 0.57 -0.13
H -1.78 -1.00 0.33
*
```

Atom charges from the Löwdin analysis, given in e for atoms 1 to 8: C -0.058; C -0.283; C -0.137; C -0.081; C -0.386; O 0.108; H 0.083; H 0.087



DFT (the ωB97M-V functional and the def2-TZVPD basis) results for C5H8O in the gas phase.

Values from the calculation:
energy relative to the best compared isomer or geometry (same formula, charge and spin) = 69.39 kcal per mole
Kohn-Sham gap = 11.24 eV
SMILES = C#C[C@@H](C)OC

ORCA input file:
```
! RIJCOSX wB97M-V def2-TZVPD def2/J DEFGRID3
* xyz 0 1
C -1.32 1.97 -0.24
C -0.91 0.90 0.07
C -0.21 -0.43 0.21
C -1.13 -1.57 -0.19
O 1.02 -0.42 -0.51
C 1.91 0.56 -0.02
H -1.85 2.89 -0.34
H -0.06 -0.63 1.25
H -2.00 -1.72 0.61
H -0.49 -2.50 -0.08
H -1.52 -1.49 -1.24
H 2.97 0.33 -0.34
H 1.97 0.51 1.07
H 1.62 1.59 -0.25
*
```

Atom charges from the Löwdin analysis, given in e for atoms 1 to 8: C 0.120; C -0.077; C -0.451; C -0.058; O -0.145; C -0.122; H 0.027; H 0.122



DFT (the ωB97M-V functional and the def2-TZVPD basis) results for 2 unconnected molecules or ions with the total composition C5H8O.

Values from the calculation:
energy relative to the best compared isomer or geometry (same formula, charge and spin) = 79.63 kcal per mole
Kohn-Sham gap = 9.49 eV
SMILES = C=C=C=C.CO

ORCA input file:
```
! RIJCOSX wB97M-V def2-TZVPD def2/J DEFGRID3
* xyz 0 1
C -2.19 -1.51 -0.29
C -1.28 -1.04 0.54
C -0.40 -0.58 1.33
C 0.53 -0.08 2.12
H -3.12 -1.94 0.07
H -2.04 -1.47 -1.36
H 0.43 -0.08 3.20
H 1.43 0.37 1.69
C 1.29 0.19 -1.66
O 0.54 1.25 -1.12
H 1.92 0.61 -2.45
H 1.95 -0.28 -0.92
H 0.66 -0.60 -2.10
H -0.07 0.87 -0.48
*
```

Atom charges from the Löwdin analysis, given in e for atoms 1 to 8: C 0.026; C -0.125; C -0.132; C 0.031; H 0.062; H 0.062; H 0.063; H 0.065



DFT (the ωB97M-V functional and the def2-TZVPD basis) results for C5H8O in the gas phase.

Values from the calculation:
energy relative to the best compared isomer or geometry (same formula, charge and spin) = 55.35 kcal per mole
Kohn-Sham gap = 9.79 eV
SMILES = CC(O)=C1CC1

ORCA input file:
```
! RIJCOSX wB97M-V def2-TZVPD def2/J DEFGRID3
* xyz 0 1
C -1.03 -0.03 -1.89
C -0.53 -0.26 -0.49
O -1.29 -1.25 0.14
C 0.45 0.19 0.27
C 1.63 0.85 0.87
C 0.81 -0.16 1.64
H -2.07 0.33 -1.84
H -0.44 0.67 -2.50
H -1.06 -1.00 -2.39
H -2.17 -0.88 0.27
H 2.63 0.54 0.57
H 1.53 1.89 1.18
H 1.20 -1.16 1.79
H 0.13 0.19 2.42
*
```

Atom charges from the Löwdin analysis, given in e for atoms 1 to 8: C -0.032; C -0.339; O -0.006; C -0.186; C -0.079; C -0.119; H 0.081; H 0.081



DFT (the ωB97M-V functional and the def2-TZVPD basis) results for C5H8O in the gas phase.

Values from the calculation:
energy relative to the best compared isomer or geometry (same formula, charge and spin) = 41.24 kcal per mole
Kohn-Sham gap = 9.68 eV
SMILES = C=CC/C=C/O

ORCA input file:
```
! RIJCOSX wB97M-V def2-TZVPD def2/J DEFGRID3
* xyz 0 1
C 1.47 -0.55 1.05
C 0.28 -1.13 1.03
C -1.01 -0.38 0.71
C -0.87 0.08 -0.71
C -0.45 1.30 -1.03
O 0.13 1.64 -2.21
H 1.57 0.53 0.88
H 2.40 -1.10 1.19
H 0.21 -2.21 1.14
H -1.12 0.48 1.38
H -1.88 -1.03 0.88
H -0.83 -0.71 -1.46
H -0.51 2.14 -0.34
H 0.54 0.84 -2.55
*
```

Atom charges from the Löwdin analysis, given in e for atoms 1 to 8: C -0.004; C -0.185; C -0.214; C -0.129; C -0.227; O -0.004; H 0.062; H 0.052



DFT (the ωB97M-V functional and the def2-TZVPD basis) results for C5H8O in the gas phase.

Values from the calculation:
energy relative to the best compared isomer or geometry (same formula, charge and spin) = 35.80 kcal per mole
Kohn-Sham gap = 9.71 eV
SMILES = C=CC/C=C/O

ORCA input file:
```
! RIJCOSX wB97M-V def2-TZVPD def2/J DEFGRID3
* xyz 0 1
C -2.17 0.06 -0.46
C -1.16 0.92 -0.60
C -0.02 1.02 0.39
C 1.09 0.09 0.01
C 1.33 -1.05 0.66
O 2.22 -2.01 0.32
H -2.22 -0.60 0.40
H -2.95 -0.03 -1.21
H -1.11 1.55 -1.48
H -0.39 0.76 1.39
H 0.34 2.06 0.45
H 1.66 0.32 -0.89
H 0.78 -1.32 1.57
H 2.60 -1.77 -0.54
*
```

Atom charges from the Löwdin analysis, given in e for atoms 1 to 8: C -0.007; C -0.193; C -0.228; C -0.117; C -0.214; O -0.001; H 0.062; H 0.051



DFT (the ωB97M-V functional and the def2-TZVPD basis) results for 2 unconnected molecules or ions with the total composition C5H8O.

Values from the calculation:
energy relative to the best compared isomer or geometry (same formula, charge and spin) = 160.74 kcal per mole
Kohn-Sham gap (spin up / spin down) = 8.04 / 8.04 eV

ORCA input file:
```
! RIJCOSX wB97M-V def2-TZVPD def2/J DEFGRID3
* xyz 0 1
C -1.33 0.16 -0.71
C -1.25 1.44 -0.09
C -0.66 0.19 0.73
C 0.65 -0.19 0.70
C 1.98 -0.35 0.20
O 1.47 -0.90 1.47
H -0.55 0.04 -1.48
H -0.99 -1.85 -0.57
H -2.08 1.77 0.54
H -0.60 2.26 -0.42
H -1.23 -0.13 1.59
H -0.36 -2.21 -0.34
H 2.24 -1.11 -0.53
H 2.68 0.48 0.32
*
```

Atom charges from the Löwdin analysis, given in e for atoms 1 to 8: C -0.143; C -0.137; C -0.252; C -0.275; C -0.002; O 0.066; H 0.054; H 0.041



DFT (the ωB97M-V functional and the def2-TZVPD basis) results for a molecular structure, C5H8O.

Values from the calculation:
energy relative to the best compared isomer or geometry (same formula, charge and spin) = 50.64 kcal per mole
Kohn-Sham gap = 10.22 eV

ORCA input file:
```
! RIJCOSX wB97M-V def2-TZVPD def2/J DEFGRID3
* xyz 0 1
C -1.81 -0.07 0.40
C -0.34 0.12 0.17
C 0.30 0.96 -0.89
C 0.75 -0.46 -0.71
C 1.54 -0.53 0.59
O 0.46 0.05 1.34
H -2.02 -1.04 0.86
H -2.16 0.71 1.09
H -2.39 0.02 -0.53
H 0.99 1.77 -0.64
H -0.32 1.14 -1.76
H 0.78 -1.20 -1.51
H 2.45 0.08 0.66
H 1.76 -1.55 0.92
*
```

Atom charges from the Löwdin analysis, given in e for atoms 1 to 8: C 0.001; C -0.467; C -0.039; C -0.148; C -0.139; O -0.057; H 0.083; H 0.089



Looking at E_tot for the records above, in order, we have -7358.8707, -7359.2549, -7359.6131, -7357.9486, -7357.5689, -7358.8468, -7359.3756, -7357.2884, -7361.1072, -7355.4353, -7361.4297, -7359.2461, -7358.8024, -7359.8553, -7360.4671, -7360.7030, -7355.2849, -7360.0594 eV.